DFT (ωB97M-V/def2-TZVPD) results for C9H26CsN4O3 as an isolated structure.

Atoms and positions in Å:
Cs  -43.124  12.369  -21.632
C  -44.978  10.810  -23.180
C  -45.977  10.646  -22.026
C  -47.169  9.777  -22.282
O  -48.180  10.311  -23.134
C  -49.054  11.318  -22.641
N  -45.187  10.262  -20.866
H  -44.679  9.826  -23.542
H  -44.051  11.216  -22.777
H  -45.314  11.438  -24.005
H  -46.314  11.667  -21.849
H  -47.547  9.478  -21.305
H  -46.812  8.862  -22.755
H  -49.147  11.120  -21.573
H  -50.057  11.156  -23.034
H  -48.645  12.327  -22.698
H  -45.853  10.074  -20.130
H  -44.774  9.371  -21.102
C  -45.348  13.724  -23.200
C  -46.405  13.848  -22.085
C  -45.643  14.244  -20.772
O  -44.911  13.179  -20.242
C  -44.203  13.671  -19.095
N  -47.100  14.942  -22.536
H  -44.619  14.534  -23.185
H  -45.741  13.790  -24.215
H  -44.771  12.801  -23.143
H  -47.022  12.979  -21.856
H  -46.437  14.614  -20.123
H  -44.964  15.062  -21.014
H  -43.488  12.991  -18.631
H  -44.919  13.953  -18.323
H  -43.530  14.497  -19.321
H  -47.773  15.035  -21.788
H  -46.572  15.795  -22.416
C  -42.366  15.034  -22.452
O  -43.187  14.148  -22.614
N  -41.140  15.071  -22.903
N  -42.578  16.249  -22.046
H  -40.633  14.314  -23.340
H  -40.601  15.918  -22.798
H  -41.812  16.793  -21.677
H  -43.473  16.522  -21.665

Results
E_LUMO	-2.842	eV
HOMO	-11.99	eV
total energy	-22392.3097	eV
net charge	+1
HOMO-LUMO gap	9.14	eV
spin multiplicity	1
energy relative to the best compared isomer or geometry (same formula, charge and spin)	831.18	kJ/mol